# 1
Formula: C17H28N3O3S
Source: the OMol25 dataset
Level of theory: the ωB97M-V functional and the def2-TZVPD basis

XYZ file:
```
52
C17H28N3O3S, DFT the ωB97M-V functional and the def2-TZVPD basis
C 3.873 2.198 1.752
N 4.288 1.509 0.556
C 5.629 1.757 0.084
S 3.121 1.063 -0.512
O 1.920 1.845 -0.366
O 3.680 0.900 -1.819
C 2.671 -0.596 0.047
C 3.584 -1.631 0.085
C 3.145 -2.901 0.433
C 1.803 -3.136 0.684
C 0.886 -2.091 0.608
N -0.486 -2.357 0.825
C -1.541 -1.899 0.158
O -2.693 -2.223 0.410
C -1.344 -0.940 -1.037
N -2.665 -0.872 -1.690
C -3.198 0.479 -2.020
C -4.026 1.088 -0.883
C -5.249 0.234 -0.539
C -6.130 0.976 0.466
C -5.339 1.301 1.729
C -4.099 2.122 1.390
C -3.222 1.369 0.389
C 1.338 -0.809 0.328
H 4.092 3.269 1.693
H 2.800 2.067 1.861
H 4.385 1.777 2.619
H 5.714 1.328 -0.911
H 6.349 1.284 0.754
H 5.842 2.828 0.028
H 4.617 -1.441 -0.153
H 3.847 -3.717 0.491
H 1.465 -4.132 0.927
H -0.700 -3.056 1.531
H -0.561 -1.301 -1.705
H -1.071 0.054 -0.685
H -2.687 -1.467 -2.520
H -3.285 -1.336 -0.948
H -2.362 1.131 -2.279
H -3.838 0.381 -2.899
H -4.385 2.049 -1.267
H -4.946 -0.714 -0.085
H -5.825 0.016 -1.441
H -6.996 0.363 0.716
H -6.494 1.901 0.015
H -5.969 1.855 2.425
H -5.039 0.372 2.218
H -3.527 2.325 2.296
H -4.399 3.080 0.963
H -2.907 0.434 0.855
H -2.337 1.967 0.157
H 0.696 0.054 0.342
```

SMILES string   CN(C)S(=O)(=O)c1cccc(NC(=O)C[NH2+]CC2CCCCC2)c1
Orbital gap   9.35 eV
HOMO energy   -12.0 eV
Total charge   +1
Relative energy (zero: lowest compared OMol25 entry of this formula, charge and spin)   2.2 kcal/mol

---

# 2
Formula: CH2N2O2S
Source: the OMol25 dataset
Level of theory: the ωB97M-V functional and the def2-TZVPD basis

XYZ file:
```
8
CH2N2O2S, DFT the ωB97M-V functional and the def2-TZVPD basis
C 0.224 0.080 -0.138
N 0.740 0.702 -1.142
N -0.956 0.418 0.325
O 0.097 -1.094 1.818
O 0.847 -0.695 0.710
S 1.866 0.321 -2.143
H -1.174 -0.326 0.999
H -1.645 0.593 -0.428
```

Orbital gap (alpha / beta)   6.92 / 5.75 eV
HOMO energy (alpha / beta)   -9.3 / -8.7 eV
Relative energy (zero: lowest compared OMol25 entry of this formula, charge and spin)   170.3 kcal/mol

---

# 3
Formula: C31H39F4N3PtSi
Source: the OMol25 dataset
Level of theory: the ωB97M-V functional and the def2-TZVPD basis

XYZ file:
```
79
C31H39F4N3PtSi, DFT the ωB97M-V functional and the def2-TZVPD basis
Pt 0.326 0.576 -0.921
C 2.253 -1.452 -3.562
C 2.191 0.069 -3.547
N 0.882 0.620 -3.137
C -0.239 -0.063 -3.825
C -0.240 0.026 -5.347
C 0.849 2.082 -3.394
C -0.488 2.677 -2.962
N -0.743 2.311 -1.578
C -1.534 3.146 -0.860
C -1.258 3.430 0.501
F -0.147 2.915 1.060
C -2.033 4.279 1.256
F -1.690 4.503 2.537
C -3.132 4.933 0.730
C -3.412 4.697 -0.600
F -4.479 5.290 -1.163
C -2.654 3.837 -1.368
F -3.061 3.601 -2.635
H 3.294 -1.770 -3.614
H 1.738 -1.864 -4.431
H 1.807 -1.882 -2.670
H 2.438 0.433 -4.553
H 2.933 0.483 -2.865
H -1.165 0.344 -3.426
H -0.212 -1.108 -3.517
H -0.248 1.057 -5.701
H -1.146 -0.453 -5.720
H 0.613 -0.484 -5.794
H 1.016 2.300 -4.457
H 1.667 2.527 -2.826
H -1.273 2.385 -3.669
H -0.395 3.766 -3.056
H -3.735 5.598 1.328
C 1.895 -0.596 -0.266
Si 1.368 -1.428 1.303
C -0.465 -1.717 0.941
N -1.036 -0.447 0.395
C -1.567 0.417 1.496
C -2.770 -0.157 2.234
C -3.896 -0.470 1.254
C -3.375 -1.359 0.130
C -2.160 -0.732 -0.548
C 1.482 -0.327 2.823
C 2.089 0.927 2.780
C 2.095 1.761 3.891
C 1.494 1.350 5.070
C 0.888 0.101 5.136
C 0.882 -0.724 4.023
C 2.191 -3.078 1.682
C 2.036 -4.143 0.789
C 2.652 -5.365 1.008
C 3.446 -5.546 2.132
C 3.618 -4.501 3.028
C 2.995 -3.281 2.803
H 2.291 -1.316 -0.980
H 2.738 0.082 -0.060
H -1.074 -2.083 1.768
H -0.520 -2.478 0.156
H -1.877 1.347 1.024
H -0.746 0.640 2.172
H -3.095 0.586 2.966
H -2.498 -1.049 2.804
H -4.267 0.468 0.827
H -4.737 -0.945 1.763
H -4.144 -1.519 -0.628
H -3.111 -2.345 0.524
H -2.431 0.217 -1.016
H -1.773 -1.391 -1.325
H 2.541 1.272 1.857
H 2.560 2.737 3.829
H 1.493 2.000 5.935
H 0.416 -0.225 6.055
H 0.401 -1.696 4.086
H 1.427 -4.015 -0.102
H 2.515 -6.175 0.302
H 3.931 -6.499 2.307
H 4.240 -4.635 3.904
H 3.136 -2.473 3.513
```

Orbital gap   7.36 eV
HOMO energy   -7.0 eV
Relative energy (zero: lowest compared OMol25 entry of this formula, charge and spin)   7.8 kcal/mol

---

# 4
Formula: C18H17ClN2O4S
Source: the OMol25 dataset
Level of theory: the ωB97M-V functional and the def2-TZVPD basis

XYZ file:
```
43
C18H17ClN2O4S, DFT the ωB97M-V functional and the def2-TZVPD basis
C 3.438 0.585 1.326
C 2.099 0.871 0.757
C 1.159 1.763 1.152
C 1.182 2.738 2.280
C 1.782 4.085 1.837
O 3.140 3.985 1.486
C 0.048 1.700 0.208
O -0.999 2.314 0.195
N 0.448 0.767 -0.739
C -0.142 0.508 -1.983
C -1.527 0.563 -2.113
C -2.103 0.314 -3.345
C -1.315 -0.003 -4.438
C 0.063 -0.049 -4.304
C 0.656 0.215 -3.084
N 1.684 0.208 -0.403
S 1.483 -1.531 -0.297
O 1.428 -2.041 -1.626
O 2.490 -2.037 0.582
C -0.133 -1.626 0.466
C -1.220 -1.990 -0.306
C -2.481 -1.991 0.263
C -2.627 -1.615 1.593
Cl -4.194 -1.597 2.297
C -1.528 -1.257 2.365
C -0.269 -1.266 1.793
H 3.511 -0.461 1.617
H 4.205 0.761 0.572
H 3.626 1.228 2.181
H 0.154 2.914 2.600
H 1.763 2.347 3.116
H 1.745 4.794 2.666
H 1.190 4.485 1.003
H 3.219 3.387 0.734
H -2.133 0.821 -1.261
H -3.177 0.361 -3.447
H -1.772 -0.208 -5.394
H 0.683 -0.285 -5.155
H 1.728 0.186 -2.974
H -1.062 -2.267 -1.336
H -3.344 -2.271 -0.319
H -1.662 -0.972 3.396
H 0.605 -1.005 2.369
```

SMILES string   Cc1c(CCO)c(=O)n(-c2ccccc2)n1S(=O)(=O)c1ccc(Cl)cc1
Orbital gap   8.79 eV
HOMO energy   -8.7 eV
Relative energy (zero: lowest compared OMol25 entry of this formula, charge and spin)   12.0 kcal/mol

---

Which formula does entry 1 have? C17H28N3O3S